Entry 1:
{
  "formula": "C45H51Cl3NO8PS2V",
  "method": "the ωB97M-V functional and the def2-TZVPD basis",
  "s2": 2.013,
  "multiplicity": 3,
  "e_homo_ev": [-10.38, -10.38],
  "total_charge": 1,
  "orbital_gap_ev": [7.05, 7.61],
  "e_tot_ha": -5864.0180,
  "symbols": ["V", "O", "S", "C", "C", "C", "C", "S", "O", "C", "C", "C", "C", "C", "C", "C", "C", "C", "C", "C", "C", "H", "H", "H", "H", "H", "H", "H", "H", "H", "H", "H", "H", "H", "H", "H", "H", "H", "H", "O", "C", "C", "C", "C", "C", "C", "C", "O", "N", "O", "O", "H", "H", "H", "H", "Cl", "C", "C", "C", "C", "C", "C", "C", "O", "O", "H", "H", "H", "H", "C", "C", "C", "C", "P", "C", "C", "C", "C", "C", "C", "C", "C", "C", "C", "H", "H", "H", "H", "H", "H", "H", "H", "H", "H", "H", "H", "H", "H", "H", "H", "H", "H", "H", "H", "H", "H", "H", "Cl", "C", "Cl", "H", "H"],
  "xyz": [[-16.7757, 11.3745, -5.3657], [-17.7561, 9.7504, -5.5349], [-18.7935, 8.5895, -5.5578], [-19.8210, 8.8576, -4.1173], [-19.1629, 9.6255, -2.9677], [-19.8296, 10.8775, -2.4216], [-20.2337, 11.9647, -3.4908], [-18.8274, 13.1445, -3.7187], [-17.6190, 12.2101, -3.6132], [-18.7444, 13.9333, -2.1282], [-17.8219, 13.5363, -1.1884], [-17.8690, 14.1037, 0.1137], [-18.8796, 15.0384, 0.3470], [-19.8315, 15.4545, -0.5900], [-19.7356, 14.8701, -1.8911], [-17.8470, 7.0590, -5.0752], [-16.4998, 7.1449, -4.8762], [-15.7265, 6.0154, -4.7547], [-16.3242, 4.7723, -4.8422], [-17.6564, 4.6657, -4.9841], [-18.4489, 5.8247, -5.0525], [-20.0650, 7.8506, -3.7324], [-20.7385, 9.2994, -4.4871], [-18.1786, 10.0347, -3.3046], [-19.1218, 8.9053, -2.1564], [-19.2659, 11.3691, -1.6181], [-20.7585, 10.5381, -1.9634], [-21.0227, 12.5843, -3.1487], [-20.4140, 11.5989, -4.5031], [-17.1554, 12.6778, -1.3939], [-17.1391, 13.8204, 0.8188], [-18.9704, 15.4163, 1.3523], [-20.5832, 16.1849, -0.3839], [-20.3825, 15.2030, -2.7299], [-16.0256, 8.0820, -4.9612], [-14.6333, 6.1337, -4.5767], [-15.6908, 3.8683, -4.8083], [-18.1219, 3.6804, -5.1565], [-19.5009, 5.6265, -5.1732], [-18.3165, 12.2976, -6.2106], [-18.6598, 12.5673, -7.3912], [-19.5259, 11.8546, -8.2878], [-19.3651, 12.1601, -9.6597], [-20.0711, 11.4773, -10.6007], [-21.1202, 10.6484, -10.1526], [-21.4041, 10.5210, -8.8239], [-20.4955, 11.0399, -7.7849], [-20.5958, 10.6607, -6.5970], [-19.8620, 11.8012, -12.0660], [-19.0997, 12.6947, -12.3900], [-20.3942, 11.0613, -12.8400], [-18.2394, 13.4305, -7.9006], [-18.5917, 12.8091, -10.0411], [-21.7637, 10.0658, -10.8743], [-22.2568, 9.8725, -8.6404], [-12.0623, 5.4696, -1.7106], [-12.8370, 6.8887, -2.2370], [-13.4223, 7.6674, -1.2672], [-14.0079, 8.8843, -1.5339], [-14.0407, 9.3008, -2.8912], [-13.3052, 8.5127, -3.8483], [-12.7563, 7.2956, -3.5502], [-14.7241, 10.6071, -3.2752], [-14.6782, 11.5984, -2.6224], [-15.2420, 10.5787, -4.4982], [-13.5081, 7.2129, -0.2704], [-14.3865, 9.5989, -0.7988], [-13.1526, 8.7653, -4.9053], [-12.2399, 6.7532, -4.3394], [-12.7073, 12.4783, -5.6106], [-13.5215, 12.2017, -6.9203], [-12.7934, 12.8349, -8.0681], [-13.5345, 10.7116, -7.1482], [-15.2734, 12.9247, -6.7351], [-15.7647, 12.9605, -8.4403], [-16.0033, 11.7064, -9.0536], [-16.0654, 11.5269, -10.4201], [-15.8976, 12.6429, -11.2376], [-15.6831, 13.8740, -10.6685], [-15.5656, 14.0069, -9.2742], [-15.2436, 14.6787, -6.0441], [-14.9249, 14.6559, -4.5461], [-16.7390, 15.1105, -6.2886], [-14.3505, 15.6905, -6.6965], [-11.8105, 11.8635, -5.6569], [-13.1474, 12.1940, -4.7307], [-12.4401, 13.5184, -5.4767], [-11.7602, 12.4979, -8.0454], [-12.9322, 13.9461, -8.0019], [-13.1556, 12.4403, -9.0389], [-12.5371, 10.4345, -7.0862], [-14.0779, 10.3277, -8.0302], [-14.0525, 10.2400, -6.2893], [-16.1024, 10.8118, -8.3828], [-16.0146, 10.5381, -10.8983], [-15.8275, 12.5690, -12.3194], [-15.5641, 14.7439, -11.3092], [-15.2091, 15.0184, -8.9075], [-15.2139, 13.7284, -4.0119], [-15.4674, 15.4849, -4.1083], [-13.8694, 14.6936, -4.4012], [-17.4665, 14.5773, -5.7237], [-17.0065, 15.0121, -7.3780], [-16.8215, 16.1574, -5.9794], [-13.3308, 15.4140, -6.7036], [-14.3753, 16.6272, -6.1380], [-14.6383, 16.0312, -7.6953], [-15.3934, 7.3003, -8.3507], [-16.5894, 7.9591, -9.5469], [-17.9715, 8.7860, -8.8926], [-16.9134, 7.0448, -10.1316], [-16.0085, 8.6081, -10.2420]],
  "mulliken_charge": [1.29, -0.80, 0.30, -1.01, 0.06, -1.31, -0.27, 0.35, -0.44, 0.72, -0.15, -1.07, -0.45, -0.97, -0.40, 0.60, 0.00, -0.42, -0.63, -0.81, -0.56, 0.68, 0.70, -0.72, 0.70, 0.41, 0.48, 0.92, -0.26, 0.40, 0.55, 0.38, 0.47, 0.42, 0.23, 0.18, 0.39, 0.35, 0.49, 0.94, -0.37, 0.43, -0.35, -0.65, -0.64, -0.97, 0.72, -0.62, 1.04, -0.61, -0.61, 0.17, 0.68, 0.37, 0.39, -0.21, 0.74, -0.76, -0.83, 0.43, 0.30, -1.11, 0.13, -0.66, 0.71, 0.37, 0.46, 0.20, 0.41, -2.23, 2.86, -1.77, -1.53, 0.45, 0.69, 0.91, -0.53, -0.99, -1.10, 0.39, 2.05, -1.79, -1.35, -1.92, 0.61, 0.40, 0.30, 0.59, 0.35, 0.20, 0.94, -0.12, -0.37, -0.78, -0.07, 0.47, 0.49, -0.40, 0.09, 0.58, 0.34, 0.00, 0.10, 0.75, 0.38, 0.52, 0.44, -0.14, -0.43, 0.12, 0.44, 0.11]
}

Entry 2:
{
  "formula": "C45H51InN5O7Se",
  "method": "the ωB97M-V functional and the def2-TZVPD basis",
  "e_homo_ev": -9.75,
  "total_charge": 1,
  "orbital_gap_ev": 7.25,
  "e_tot_ha": -5137.3224,
  "symbols": ["In", "N", "C", "C", "C", "N", "H", "H", "H", "H", "H", "H", "H", "H", "H", "H", "C", "C", "C", "C", "C", "C", "Se", "C", "C", "C", "H", "H", "H", "H", "H", "H", "H", "H", "H", "H", "H", "C", "O", "C", "C", "C", "C", "C", "C", "N", "C", "C", "C", "C", "C", "C", "C", "O", "H", "H", "H", "H", "H", "H", "H", "H", "H", "H", "H", "H", "H", "O", "C", "O", "C", "C", "C", "C", "O", "C", "O", "C", "C", "H", "H", "H", "H", "H", "C", "N", "N", "C", "O", "C", "C", "C", "C", "C", "C", "C", "C", "C", "H", "H", "H", "H", "H", "H", "H", "H", "H", "H", "H", "H"],
  "xyz": [[-0.0607, 0.1623, -0.1013], [-0.3303, -0.2772, 2.1416], [-1.6017, -0.0354, 2.8473], [-2.0253, 1.4230, 2.7745], [-2.4614, 1.8712, 1.3871], [-1.3026, 2.0944, 0.5046], [-0.1171, -1.2684, 2.1756], [0.4355, 0.2469, 2.5571], [-1.5174, -0.3436, 3.8935], [-2.3496, -0.6678, 2.3705], [-1.2135, 2.0680, 3.1307], [-2.8580, 1.5685, 3.4645], [-3.0736, 2.7744, 1.4608], [-3.0755, 1.0926, 0.9256], [-0.6632, 2.7741, 0.9085], [-1.6134, 2.4567, -0.3928], [1.8849, 1.3760, -7.0303], [1.0870, 1.0081, -5.8093], [0.4584, 1.9764, -5.0420], [-0.3111, 1.6513, -3.9283], [-0.9708, 2.7583, -3.1559], [-0.4409, 0.3079, -3.5683], [-1.5600, -0.2501, -2.0979], [0.1855, -0.6930, -4.3261], [0.0739, -2.1530, -3.9776], [0.9341, -0.3211, -5.4358], [2.0848, 2.4460, -7.0645], [1.3446, 1.1083, -7.9404], [2.8401, 0.8498, -7.0526], [0.5595, 3.0200, -5.3199], [-0.8692, 3.7066, -3.6823], [-0.4947, 2.8624, -2.1789], [-2.0329, 2.5524, -3.0069], [0.4416, -2.3493, -2.9672], [0.6463, -2.7557, -4.6827], [-0.9653, -2.4860, -4.0053], [1.4109, -1.0957, -6.0282], [-6.2720, 0.9844, -1.0384], [-5.4613, -0.1814, -1.0421], [-5.2939, -0.8422, 0.1333], [-5.8392, -0.4587, 1.3487], [-5.6273, -1.2468, 2.4751], [-4.8772, -2.4071, 2.3928], [-4.3199, -2.7869, 1.1797], [-4.5205, -2.0092, 0.0538], [-4.1003, -2.3815, -1.2406], [-3.1589, -3.2062, -1.6670], [-2.0501, -3.7633, -1.0213], [-1.4808, -4.9286, -1.6193], [-0.4150, -5.5636, -1.0680], [0.1531, -5.0327, 0.1209], [-0.3022, -3.8789, 0.6766], [-1.3795, -3.1279, 0.0899], [-1.6860, -1.9686, 0.4738], [-7.2905, 0.7514, -0.7215], [-6.2792, 1.3490, -2.0608], [-5.8490, 1.7496, -0.3837], [-6.4435, 0.4333, 1.4224], [-6.0659, -0.9484, 3.4179], [-4.7282, -3.0258, 3.2667], [-3.7549, -3.7037, 1.1021], [-4.6640, -1.9541, -1.9642], [-3.3028, -3.4930, -2.7049], [-1.9436, -5.3237, -2.5167], [-0.0137, -6.4627, -1.5133], [0.9781, -5.5575, 0.5906], [0.1635, -3.4796, 1.5692], [1.5746, 1.3769, 1.0651], [1.9824, 1.8900, -0.0186], [1.4397, 1.5539, -1.1096], [3.0770, 2.8877, -0.0123], [3.4089, 3.5417, -1.1913], [4.4235, 4.5000, -1.2273], [5.0725, 4.7533, -0.0442], [6.0839, 5.6322, 0.1838], [6.4277, 5.5040, 1.5658], [5.5453, 4.5450, 2.1484], [4.7445, 4.0977, 1.1350], [3.7492, 3.1632, 1.1908], [2.8651, 3.2892, -2.0911], [4.6900, 5.0181, -2.1369], [6.2963, 6.4678, 2.0599], [7.4574, 5.1510, 1.6499], [3.4839, 2.6539, 2.1053], [5.2479, -4.1490, 0.0893], [4.1079, -3.3688, 0.5291], [3.2240, -2.7698, -0.3425], [2.3636, -1.9788, 0.3582], [1.4535, -1.3686, -0.2557], [2.7479, -2.0825, 1.7188], [3.8207, -2.9418, 1.7715], [4.6310, -3.3811, 2.9399], [3.2180, -2.9741, -1.7518], [3.3808, -1.8734, -2.5804], [3.3967, -2.0619, -3.9532], [3.2566, -3.3369, -4.4841], [3.0762, -4.4281, -3.6451], [3.0440, -4.2486, -2.2709], [5.4338, -3.9470, -0.9612], [5.0717, -5.2170, 0.2194], [6.1253, -3.8523, 0.6602], [2.3078, -1.5573, 2.5460], [4.1799, -3.0151, 3.8582], [5.6477, -2.9893, 2.8811], [4.6915, -4.4683, 2.9924], [3.4838, -0.8851, -2.1515], [3.5160, -1.2081, -4.6061], [3.2765, -3.4802, -5.5561], [2.9525, -5.4193, -4.0594], [2.8846, -5.0878, -1.6054]],
  "mulliken_charge": [2.97, -0.30, -0.12, -0.94, -0.52, -0.37, -0.03, 0.37, 0.48, -0.20, 0.35, 0.50, 0.54, 0.07, 0.25, 0.10, -1.56, 0.30, -1.21, 1.06, -1.24, 0.44, 0.05, 0.87, -1.61, -0.98, 0.36, 0.33, 0.34, 0.37, 0.48, -0.07, 0.25, 0.00, 0.39, 0.45, 0.58, -0.98, -0.44, 0.69, -0.39, -0.83, -0.96, -0.27, 0.28, 0.19, -1.27, 1.94, -0.77, -1.05, -0.51, -1.00, 0.24, -0.59, 0.40, 0.28, 0.33, 0.48, 0.43, 0.43, 0.53, 0.33, 0.29, 0.43, 0.45, 0.49, 0.60, -0.92, 0.39, -0.79, 0.24, -0.57, -1.12, 1.00, -0.49, -0.26, -0.51, 0.72, -0.88, 0.57, 0.44, 0.25, 0.26, 0.50, -1.07, -0.12, 1.10, -0.37, -0.22, -0.71, 0.04, -1.83, -0.54, -0.19, -0.43, -0.73, -0.85, 0.39, 0.42, 0.31, 0.39, 0.60, 0.42, 0.37, 0.35, 0.46, 0.50, 0.40, 0.40, 0.54]
}

Short version: relative energy (zero: lowest compared OMol25 entry of this formula, charge and spin) = 70.9, 0.0 kcal/mol, in the order given.